1.
{
  "formula": "C6H14O2",
  "method": "ωB97M-V/def2-TZVPD",
  "total_energy_ha": -387.28774,
  "homo_lumo_gap_ev": [7.08, 7.38],
  "homo_energy_ev": [-6.387, -6.686],
  "lumo_energy_ev": [0.693, 0.695],
  "relative_energy_kj_mol": 577.0,
  "elements": ["C", "C", "C", "C", "C", "C", "O", "O", "H", "H", "H", "H", "H", "H", "H", "H", "H", "H", "H", "H", "H", "H"],
  "xyz": [[-0.315839, 0.200729, 0.064043], [2.064497, 0.095502, -0.033681], [0.014474, -1.014440, 0.615816], [-0.642530, 0.329189, -1.391492], [-0.596361, 1.402090, 0.912348], [-2.168233, -1.350696, 0.757250], [2.576023, -0.850263, -0.937543], [2.226095, 1.395856, -0.539538], [2.056274, -0.764790, -1.749949], [3.171448, 1.581547, -0.677909], [2.632646, -0.034155, 0.892847], [0.256178, -1.084812, 1.666790], [0.237040, -1.860567, -0.018887], [-1.686455, 0.616339, -1.533313], [-0.049876, 1.145141, -1.816644], [-0.451332, -0.593211, -1.940072], [0.110316, 2.186492, 0.627863], [-1.605202, 1.778833, 0.730911], [-0.482645, 1.190896, 1.975064], [-2.102714, -2.142597, 1.499619], [-2.480645, -1.712832, -0.218161], [-2.763161, -0.514250, 1.114640]],
  "atomic_forces_ev_per_a": [[2.1, 0.7, -0.4], [0.6, 1.0, -0.9], [-3.6, -0.9, 0.5], [0.2, 0.2, 0.1], [0.3, 0.0, -0.1], [1.0, -0.8, 0.4], [-0.6, 0.0, 0.2], [0.1, 0.1, 0.0], [0.2, 0.0, 0.1], [-0.2, -0.1, 0.0], [-0.4, -0.2, 0.2], [0.1, 0.0, -0.1], [0.2, 0.1, 0.0], [-0.1, -0.1, 0.1], [0.1, -0.1, 0.0], [0.0, 0.0, 0.0], [-0.1, 0.0, 0.1], [0.0, -0.1, 0.0], [0.0, 0.0, 0.0], [-0.3, -0.1, -0.1], [0.1, 0.0, 0.0], [0.3, 0.2, 0.0]],
  "mulliken_charge": [1.357, -0.156, -1.008, -1.565, -1.489, -1.108, -0.517, -0.504, 0.341, 0.277, 0.396, 0.380, 0.342, 0.419, 0.380, 0.337, 0.371, 0.390, 0.340, 0.397, 0.316, 0.302]
}

2.
{
  "formula": "C19H26N13O4PdS",
  "method": "ωB97M-V/def2-TZVPD",
  "total_energy_ha": -2278.41394,
  "homo_lumo_gap_ev": 6.01,
  "charge": -1,
  "homo_energy_ev": -4.642,
  "lumo_energy_ev": 1.368,
  "relative_energy_kj_mol": 94.5,
  "elements": ["Pd", "C", "N", "C", "C", "C", "C", "C", "C", "C", "C", "H", "H", "H", "H", "H", "H", "H", "H", "H", "H", "H", "H", "N", "C", "N", "N", "N", "N", "C", "N", "N", "N", "N", "H", "C", "C", "S", "O", "O", "C", "C", "N", "C", "N", "C", "C", "N", "O", "O", "C", "H", "H", "H", "H", "H", "H", "H", "H", "H", "H", "H", "H", "H"],
  "xyz": [[1.378096, -0.348086, -1.299964], [-0.319363, -2.687047, -2.471243], [1.048541, -2.347472, -2.084866], [1.909478, -2.334865, -3.267075], [1.546019, -3.321697, -1.105654], [2.667519, -2.746744, -0.279234], [3.567799, -3.585394, 0.366751], [4.522613, -3.059804, 1.217249], [4.592474, -1.689934, 1.403316], [3.715778, -0.843890, 0.734466], [2.741459, -1.362997, -0.107707], [-0.379485, -3.708309, -2.877889], [-0.661544, -1.985141, -3.234401], [-0.970135, -2.620327, -1.597203], [1.929649, -3.326565, -3.749755], [2.932992, -2.067222, -2.983487], [1.526123, -1.606979, -3.985872], [1.864652, -4.253515, -1.604207], [0.727118, -3.576946, -0.422604], [3.511276, -4.655375, 0.210215], [5.204958, -3.718344, 1.737795], [5.328797, -1.274549, 2.078182], [3.777869, 0.226662, 0.894397], [0.417745, 2.935880, -2.234035], [1.275171, 2.754315, -1.184472], [1.677678, 3.754679, -0.411978], [2.478278, 3.189341, 0.486040], [2.567772, 1.931078, 0.289039], [1.831493, 1.591128, -0.769735], [0.079097, 1.952939, -3.118812], [-0.691964, 2.134126, -4.189769], [-0.806090, 0.927653, -4.726073], [-0.153815, 0.057863, -4.043884], [0.435609, 0.659135, -2.996288], [0.210703, 3.891391, -2.478225], [-0.951641, 4.222245, 3.017940], [-2.073548, 3.753766, 2.121753], [-2.826473, 2.249686, 2.845646], [-3.812977, 2.663400, 3.811648], [-1.789256, 1.370939, 3.288244], [-3.745651, 1.505045, 1.428270], [-3.643940, -0.012326, 1.454188], [-2.302487, -0.459855, 1.181723], [-1.578877, -0.169287, 0.057882], [-0.320800, -0.558706, 0.192400], [-0.191849, -1.109632, 1.423228], [-1.423392, -1.076065, 2.068495], [-1.771124, -1.662915, 3.255135], [-0.866920, -2.223087, 3.913694], [-2.983189, -1.683021, 3.607138], [-2.155716, 0.380467, -1.195418], [-0.553418, 5.171689, 2.666919], [-0.156045, 3.482109, 3.008859], [-1.312924, 4.330582, 4.037770], [-1.701893, 3.482301, 1.139348], [-2.880897, 4.474270, 2.038406], [-3.321952, 1.918528, 0.517741], [-4.771909, 1.835178, 1.548740], [-4.326853, -0.450307, 0.711031], [-3.896855, -0.391291, 2.453693], [0.740481, -1.476527, 1.800744], [-3.227930, 0.212982, -1.260544], [-1.675863, -0.115435, -2.037662], [-1.960465, 1.450281, -1.290031]],
  "atomic_forces_ev_per_a": [[1.8, 0.0, -1.3], [-0.3, 0.1, -0.2], [0.2, 0.2, 0.1], [0.5, -0.1, -0.6], [0.4, -0.1, 0.5], [0.1, -0.1, 0.0], [-0.1, -0.1, -0.1], [0.1, -0.1, 0.1], [0.0, 0.1, 0.0], [0.2, 0.0, 0.2], [-1.0, 0.7, -0.8], [0.1, 0.1, 0.1], [0.1, -0.1, 0.1], [0.1, 0.0, 0.0], [-0.1, 0.0, 0.1], [-0.3, -0.1, 0.0], [0.1, -0.1, 0.2], [-0.2, 0.1, 0.0], [-0.1, 0.1, -0.2], [0.0, -0.1, 0.0], [0.1, 0.0, 0.0], [0.1, 0.0, 0.0], [-0.1, -0.1, -0.1], [-0.3, 0.3, -0.1], [1.0, -0.6, 0.9], [-0.6, 0.2, -0.7], [0.4, 0.3, 0.7], [0.3, -0.3, 0.3], [-0.6, 0.4, -0.4], [0.0, -1.2, -0.5], [0.3, 0.8, 0.7], [-0.3, -0.4, -0.6], [0.0, -0.4, 0.0], [-0.3, 0.9, 0.4], [0.0, -0.2, 0.0], [0.1, -0.2, 0.2], [-0.3, -0.8, 0.2], [-0.6, 1.1, -0.7], [-0.2, 0.1, 0.0], [0.5, -0.4, -0.1], [0.6, 0.1, 0.5], [-0.7, 0.1, 0.3], [0.7, -0.2, -0.3], [-0.2, -0.6, 0.8], [-1.3, -0.2, 1.1], [-1.1, 0.3, 0.3], [1.1, 0.6, -2.2], [-0.7, -1.7, 2.7], [-1.4, 1.1, -1.1], [2.0, 0.0, -0.4], [0.0, 0.0, 0.0], [0.0, 0.0, 0.0], [0.1, 0.1, 0.0], [0.1, 0.1, 0.1], [0.1, 0.0, -0.2], [-0.2, 0.0, -0.1], [0.0, 0.1, -0.1], [-0.1, 0.0, 0.0], [0.1, 0.2, 0.2], [-0.1, 0.1, -0.6], [0.2, -0.2, 0.0], [-0.1, 0.0, 0.1], [0.0, 0.1, 0.0], [0.0, 0.0, -0.1]],
  "mulliken_charge": [-0.109, -1.178, 0.879, -1.031, -0.979, 1.522, -1.051, -0.536, -0.702, -0.209, -0.517, 0.336, 0.273, 0.272, 0.363, 0.293, 0.314, 0.421, 0.383, 0.378, 0.363, 0.423, 0.669, -0.057, 0.386, -0.530, -0.981, -0.379, 0.605, 0.363, -0.521, -0.876, -0.491, 0.684, 0.250, -1.341, -0.246, 1.171, -0.717, -0.583, -0.852, -1.031, 0.468, 0.139, 1.203, -1.230, -0.460, 1.135, -0.650, -0.716, -1.348, 0.394, 0.337, 0.397, 0.207, 0.372, 0.390, 0.604, 0.431, 0.433, 0.758, 0.499, -0.032, 0.238]
}

3.
{
  "formula": "C4H13NO2",
  "method": "ωB97M-V/def2-TZVPD",
  "total_energy_ha": -365.37971,
  "homo_lumo_gap_ev": 8.93,
  "homo_energy_ev": -8.311,
  "lumo_energy_ev": 0.614,
  "relative_energy_kj_mol": 164.8,
  "elements": ["C", "N", "C", "C", "C", "O", "H", "H", "H", "H", "H", "H", "H", "H", "H", "H", "H", "O", "H", "H"],
  "xyz": [[0.844258, 1.566201, 0.024590], [1.060802, 0.162445, -0.290966], [1.297691, -0.053338, -1.725869], [0.001427, -0.669186, 0.286022], [0.375075, -1.124652, 1.714817], [-0.616590, -0.811062, 2.685026], [1.691931, 2.009487, 0.544174], [0.615083, 2.179648, -0.857240], [0.038718, 1.838833, 0.716442], [0.408320, -0.507146, -2.178766], [2.144957, -0.727717, -1.849893], [1.417977, 0.900468, -2.224569], [-0.252607, -1.526244, -0.341375], [-0.941205, -0.132098, 0.348166], [1.268913, -0.585617, 2.023943], [0.588045, -2.198779, 1.683916], [-1.474507, -1.102057, 2.365225], [-2.831469, -0.093970, -0.826098], [-3.017757, 0.729155, -0.366671], [-2.619062, 0.145629, -1.730874]],
  "atomic_forces_ev_per_a": [[0.1, 1.1, 0.3], [-0.8, 0.2, -0.2], [-0.7, -0.4, 0.7], [0.2, -0.1, 0.5], [-0.2, 0.1, -0.5], [0.0, 0.0, 0.1], [0.5, 0.1, -0.3], [0.2, -0.1, -0.1], [-0.3, -0.9, 0.0], [0.1, -0.1, -0.2], [0.1, 0.2, -0.3], [0.5, 0.0, -0.1], [0.5, 0.0, -0.1], [0.0, 0.3, 0.1], [0.0, -0.1, 0.0], [0.1, 0.0, 0.3], [0.0, -0.1, 0.0], [-0.3, -0.2, 0.0], [0.0, 0.1, -0.1], [0.0, 0.1, -0.1]],
  "mulliken_charge": [-1.142, -0.075, -0.902, -0.249, -0.501, -0.524, 0.314, 0.414, 0.360, 0.282, 0.272, 0.366, 0.435, 0.109, 0.301, 0.269, 0.295, -0.657, 0.316, 0.318]
}

4.
{
  "formula": "C5H11O2",
  "method": "ωB97M-V/def2-TZVPD",
  "total_energy_ha": -347.63676,
  "homo_lumo_gap_ev": 7.90,
  "charge": -1,
  "homo_energy_ev": -3.924,
  "lumo_energy_ev": 3.971,
  "relative_energy_kj_mol": 33.9,
  "elements": ["C", "C", "C", "O", "O", "H", "H", "H", "H", "H", "C", "C", "H", "H", "H", "H", "H", "H"],
  "xyz": [[1.149094, -1.469006, -1.418612], [-0.080094, -2.322934, -1.143227], [0.982818, 0.027130, -1.026622], [1.966152, 0.785857, -0.949472], [-0.229505, 0.364789, -0.877329], [1.977550, -1.906320, -0.841333], [1.513794, -1.521113, -2.447971], [0.097542, -3.356358, -1.451771], [-0.947058, -1.955013, -1.697476], [-0.402012, -2.264248, -0.104913], [-1.283185, 0.801104, 1.898959], [-2.020987, 1.829195, 2.780056], [-1.888742, -0.080927, 1.710546], [-0.978066, 1.170451, 0.912664], [-0.319578, 0.632866, 2.380300], [-3.111359, 1.722939, 2.731048], [-1.733855, 1.719597, 3.825541], [-1.865563, 2.854034, 2.433871]],
  "atomic_forces_ev_per_a": [[0.8, -0.1, 0.8], [-0.4, 0.2, -0.7], [-1.4, 0.5, -0.3], [0.5, -0.6, 0.0], [0.4, -0.2, -0.1], [0.0, 0.3, 0.0], [-0.3, 0.0, -0.2], [0.0, -0.1, 0.2], [0.1, 0.0, -0.1], [0.3, -0.1, 0.1], [0.2, 1.1, 0.0], [-0.6, -0.1, -0.5], [0.3, -0.3, 0.3], [-0.4, 0.0, 0.1], [-0.1, -0.8, 0.0], [0.1, -0.2, 0.0], [0.0, 0.2, 0.1], [0.4, 0.0, 0.2]],
  "mulliken_charge": [-0.254, -0.954, 0.466, -0.770, -0.735, 0.218, 0.230, 0.368, 0.235, 0.201, -0.648, -0.911, 0.247, 0.253, 0.258, 0.276, 0.257, 0.262]
}